Run A
Computed, not measured: a 2-piece molecular cluster, C2H5N3O2S overall, with ωB97M-V/def2-TZVPD.

The HOMO energy is -8.279 eV. The SMILES is NC(N)=[NH+][O-].O=C=S. The gap between HOMO and LUMO comes out at 8.7 eV.

Geometry (Å):
C (-1.04, 0.09, 0.01)
C (3.00, -0.45, 0.01)
N (-2.11, -0.74, -0.16)
N (-1.20, 1.43, -0.17)
N (0.19, -0.29, 0.27)
O (2.58, -1.53, -0.02)
O (1.10, 0.66, 0.31)
S (4.07, 0.65, 0.01)
H (-2.93, -0.63, 0.45)
H (-1.87, -1.65, -0.39)
H (-1.82, 1.76, -1.03)
H (-0.26, 1.80, -0.05)
H (0.28, -1.10, 0.77)

Mulliken population analysis, charges in e, atoms 1 to 2: 0.292, 0.718

Run B
Computed, not measured: one molecule with the formula C2H5N3O2S, with ωB97M-V/def2-TZVPD.

The HOMO energy is -8.950 eV. The SMILES is [H]/N=C(\NO)O/C=N\S. The gap between HOMO and LUMO comes out at 9.4 eV.

Geometry (Å):
C (-0.89, 0.12, -0.13)
C (1.39, 0.91, -0.13)
H (-2.97, -0.80, 0.98)
H (-1.09, -1.88, -0.06)
H (-2.30, 1.38, 0.02)
H (0.90, 1.88, -0.23)
H (4.44, -0.54, 0.02)
N (-1.55, -1.02, -0.35)
N (-1.28, 1.33, 0.05)
N (2.64, 0.70, -0.08)
O (-2.91, -0.99, 0.02)
O (0.47, -0.16, -0.13)
S (3.15, -0.93, 0.01)

Mulliken population analysis, charges in e, atoms 1 to 2: 0.457, 0.114

On energetic grounds, run A is preferred over the next structure by 0.0242 hartree.

Run A
Computed, not measured: one molecule with the formula C2H5N3O2S, with ωB97M-V/def2-TZVPD.

The HOMO energy is -9.195 eV. The SMILES is NNC(=O)S/C=N\O. The gap between HOMO and LUMO comes out at 9.3 eV.

Geometry (Å):
C (-0.77, 1.18, -0.01)
C (0.11, -1.08, -1.07)
H (-0.97, 1.30, 2.95)
H (0.44, 2.00, 2.23)
H (-1.81, 2.83, 0.67)
H (-0.69, -0.44, -1.59)
H (1.98, -2.58, 0.21)
N (-0.58, 2.05, 2.25)
N (-1.12, 2.08, 0.98)
N (0.52, -2.25, -1.58)
O (-1.12, 1.22, -1.18)
O (1.55, -2.94, -0.84)
S (0.61, -0.19, 0.41)

Mulliken population analysis, charges in e, atoms 1 to 2: 0.570, -0.027

Run B
Computed, not measured: C2H5N3O2S as an isolated structure, with ωB97M-V/def2-TZVPD.

The HOMO energy is -8.301 eV. The gap between HOMO and LUMO comes out at 7.5 eV.

Geometry (Å):
C (-0.35, 0.70, -0.02)
C (0.12, -0.71, 0.02)
H (2.08, 2.65, -0.18)
H (2.16, 0.88, 0.60)
H (-2.12, 1.69, -0.57)
H (-2.25, -1.01, -0.08)
H (-0.79, -2.53, 0.06)
N (1.75, 1.68, 0.10)
N (0.39, 1.68, 0.03)
N (-1.69, 0.72, -0.46)
O (-2.67, 0.10, 0.45)
O (-0.95, -1.56, -0.11)
S (1.75, -1.16, -0.01)

Mulliken population analysis, charges in e, atoms 1 to 2: 0.254, 0.467

On energetic grounds, run A is preferred over the next structure by 0.0417 hartree.

Run A
Computed, not measured: C7H9N as an isolated structure, with ωB97M-V/def2-TZVPD.

The HOMO energy is -8.429 eV. The gap between HOMO and LUMO comes out at 9.5 eV.

Geometry (Å):
C (1.68, -0.61, 0.13)
C (0.31, 0.94, -0.60)
C (-0.35, -0.54, -0.85)
C (-1.86, -0.38, -0.68)
C (-1.82, 0.39, 0.42)
C (-0.30, 0.50, 0.86)
C (0.22, -0.90, 0.49)
H (2.44, -1.22, -0.33)
H (2.00, -0.52, 1.16)
H (1.95, 1.46, 0.07)
H (-0.01, 1.93, -1.07)
H (0.11, -1.11, -1.60)
H (-2.69, -0.66, -1.42)
H (-2.81, 0.82, 0.88)
H (-0.38, 1.04, 1.88)
H (-0.08, -1.83, 1.19)
N (1.58, 0.67, -0.55)

Mulliken population analysis, charges in e, atoms 1 to 2: -0.733, -0.398

Run B
Computed, not measured: C7H9N as an isolated structure, with ωB97M-V/def2-TZVPD.

The HOMO energy is -8.581 eV. The gap between HOMO and LUMO comes out at 9.4 eV.

Geometry (Å):
C (-1.07, -0.68, -1.56)
C (-1.11, 0.06, 0.40)
C (-0.16, -0.14, 1.53)
C (1.14, 0.14, 1.55)
C (1.83, 0.80, 0.33)
C (1.32, 0.64, -0.85)
C (-0.20, 0.43, -0.85)
H (-1.78, -0.37, -2.15)
H (-0.52, -1.37, -2.31)
H (-2.11, -1.85, -0.37)
H (-2.01, 0.56, 0.47)
H (-0.53, -0.43, 2.59)
H (1.62, 0.46, 2.61)
H (2.86, 1.76, 0.32)
H (2.02, 1.22, -1.48)
H (-0.61, 1.32, -1.18)
N (-1.34, -1.25, -0.25)

Mulliken population analysis, charges in e, atoms 1 to 2: -0.626, 0.280

Run C
Computed, not measured: one molecule with the formula C7H9N, with ωB97M-V/def2-TZVPD.

The HOMO energy is -8.694 eV. The SMILES is C1[C@@H]2[C@H]3N[C@H]4[C@@H]2[C@H]4[C@@H]13. The gap between HOMO and LUMO comes out at 9.8 eV.

Geometry (Å):
C (-0.95, -1.40, 0.43)
C (0.57, -1.12, 0.22)
C (-0.01, -0.22, -1.10)
C (0.69, 1.48, 0.12)
C (0.90, 0.25, 0.94)
C (-0.48, 1.01, 0.72)
C (-1.16, 0.04, -0.18)
H (-1.32, -2.08, -0.49)
H (-1.15, -1.74, 1.47)
H (1.40, -1.70, 0.03)
H (-0.39, -0.77, -1.94)
H (1.77, 0.89, -1.70)
H (1.26, 2.26, 0.32)
H (1.34, 0.17, 1.94)
H (-1.12, 1.63, 1.35)
H (-2.11, 0.26, -0.81)
N (0.76, 1.05, -1.32)

Mulliken population analysis, charges in e, atoms 1 to 2: -0.407, -0.395

On energetic grounds, run C is preferred over the next structure by 0.0376 hartree.

Run A
Computed, not measured: C7H9N as an isolated structure, with ωB97M-V/def2-TZVPD.

The HOMO energy is -9.283 eV. The gap between HOMO and LUMO comes out at 10.2 eV.

Geometry (Å):
C (3.19, -0.02, 0.15)
C (1.99, -0.23, -0.11)
C (0.46, -0.44, -0.16)
C (0.05, 1.16, -0.41)
C (-1.52, 0.94, 0.12)
C (-0.59, -1.17, -0.89)
C (-0.36, -0.71, 0.97)
H (4.22, 0.47, -0.14)
H (0.55, 1.74, 0.44)
H (-0.30, 1.53, -1.44)
H (-2.46, 1.26, -0.58)
H (-1.59, 1.49, 1.20)
H (-1.15, -1.12, -2.02)
H (-0.60, -2.19, -0.54)
H (-0.26, -1.91, 1.03)
H (-0.04, -0.25, 2.14)
N (-1.60, -0.54, 0.25)

Mulliken population analysis, charges in e, atoms 1 to 2: -0.250, -0.988

Run B
Computed, not measured: one molecule with the formula C7H9N, with ωB97M-V/def2-TZVPD.

The HOMO energy is -7.334 eV. The SMILES is C/C=C/c1ccc[nH]1. The gap between HOMO and LUMO comes out at 8.3 eV.

Geometry (Å):
C (1.87, 0.32, 2.27)
C (0.63, 0.98, 2.34)
N (0.09, 1.02, 1.13)
C (0.78, 0.13, 0.24)
C (1.91, -0.24, 0.95)
C (-1.92, -0.87, -2.37)
C (-1.16, -0.17, -1.30)
C (0.11, -0.41, -0.85)
H (2.63, 0.14, 2.94)
H (0.18, 1.63, 3.12)
H (-0.62, 1.66, 1.01)
H (2.70, -0.67, 0.44)
H (-1.36, -0.81, -3.33)
H (-2.99, -0.42, -2.18)
H (-1.87, -1.92, -2.10)
H (-1.70, 0.51, -0.74)
H (0.71, -0.86, -1.56)

Mulliken population analysis, charges in e, atoms 1 to 2: -0.645, -0.425

On energetic grounds, run B is preferred over the next structure by 0.2170 hartree.

Run A
Computed, not measured: C7H9N as an isolated structure, with ωB97M-V/def2-TZVPD.

The HOMO energy is -8.420 eV. The gap between HOMO and LUMO comes out at 9.5 eV.

Geometry (Å):
C (1.42, 0.24, 2.39)
C (0.28, 0.23, 1.51)
C (0.58, -0.12, 0.13)
C (-0.37, -1.06, -0.64)
C (0.10, 0.82, -1.08)
C (-1.42, 0.92, -1.06)
C (-1.70, -0.34, -0.56)
H (1.05, 0.24, 3.50)
H (2.35, -0.16, 1.95)
H (-0.67, 0.53, 1.91)
H (1.60, -0.30, 0.08)
H (-0.51, -2.11, -0.64)
H (1.33, -0.81, -2.04)
H (0.73, 1.56, -1.63)
H (-2.41, 1.66, -1.23)
H (-2.67, -0.91, -0.72)
N (0.31, -0.40, -1.87)

Mulliken population analysis, charges in e, atoms 1 to 2: -0.782, -0.388

Run B
Computed, not measured: one molecule with the formula C7H9N, with ωB97M-V/def2-TZVPD.

The HOMO energy is -8.826 eV. The SMILES is CC1=C[C@H]2N[C@@H]2C=C1. The gap between HOMO and LUMO comes out at 9.4 eV.

Geometry (Å):
C (2.32, -0.33, 0.20)
C (0.86, 0.03, 0.03)
C (0.29, 0.53, 1.14)
C (-1.28, 0.32, 0.97)
C (-1.52, 0.65, -0.51)
C (-1.14, -0.44, -1.42)
C (0.20, -0.61, -1.26)
H (2.34, -1.54, -0.16)
H (3.06, 0.39, -0.42)
H (2.68, -0.34, 1.30)
H (0.98, 0.72, 2.04)
H (-1.65, -0.63, 1.08)
H (-3.14, 0.54, 0.85)
H (-0.77, 1.61, -0.51)
H (-1.69, -0.84, -2.34)
H (0.92, -1.33, -1.63)
N (-2.46, 1.28, 0.64)

Mulliken population analysis, charges in e, atoms 1 to 2: -1.096, 0.963

Run C
Computed, not measured: one molecule with the formula C7H9N, with ωB97M-V/def2-TZVPD.

The HOMO energy is -8.879 eV. The SMILES is C=C(C)/C=C(\C)C#N. The gap between HOMO and LUMO comes out at 8.8 eV.

Geometry (Å):
C (1.66, -0.38, 0.59)
C (1.01, 0.11, -0.67)
C (1.81, 0.48, -1.71)
C (-0.40, 0.31, -0.80)
C (-1.40, 0.10, 0.07)
C (-1.32, -0.42, 1.46)
C (-2.72, 0.38, -0.35)
H (1.24, -1.35, 0.86)
H (2.74, -0.47, 0.46)
H (1.49, 0.36, 1.37)
H (1.35, 0.73, -2.64)
H (2.89, 0.41, -1.68)
H (-0.69, 0.70, -1.76)
H (-0.76, -1.34, 1.54)
H (-2.29, -0.57, 1.93)
H (-0.78, 0.35, 2.03)
N (-3.81, 0.58, -0.71)

Mulliken population analysis, charges in e, atoms 1 to 2: -1.207, 1.374

Run D
Computed, not measured: one molecule with the formula C7H9N, with ωB97M-V/def2-TZVPD.

The HOMO energy is -6.620 eV. The gap between HOMO and LUMO comes out at 7.2 eV.

Geometry (Å):
C (-1.01, -1.03, 1.22)
C (0.04, 0.13, 1.35)
C (0.59, 1.16, 0.30)
C (0.29, 1.41, -1.17)
C (0.30, -0.02, -1.76)
C (-0.65, -1.67, -0.12)
C (1.08, -0.25, 0.39)
H (-2.06, -0.59, 1.19)
H (-0.92, -1.74, 2.08)
H (0.30, 0.45, 2.36)
H (1.18, 1.95, 0.76)
H (-0.72, 1.87, -1.36)
H (1.07, 2.11, -1.56)
H (-0.36, -0.28, -2.60)
H (-1.41, -1.99, -0.89)
H (2.06, -0.69, 0.50)
N (0.20, -0.80, -0.70)

Mulliken population analysis, charges in e, atoms 1 to 2: -0.360, -0.398

On energetic grounds, run C is preferred over the next structure by 0.1406 hartree.

Run A
Computed, not measured: C7H9N as an isolated structure, with ωB97M-V/def2-TZVPD.

The HOMO energy is -8.273 eV. The gap between HOMO and LUMO comes out at 9.3 eV.

Geometry (Å):
C (-1.38, 0.79, -1.69)
C (-1.27, -0.19, -0.74)
C (-1.47, -0.36, 0.77)
C (-0.30, -0.59, 1.58)
C (1.13, -0.72, 0.86)
C (2.05, 0.56, 0.60)
C (0.00, 0.53, -0.88)
H (-1.97, 0.57, -2.97)
H (-1.95, 1.69, -1.52)
H (-1.10, -1.14, -0.92)
H (-2.48, -0.28, 1.24)
H (-0.29, -1.00, 2.46)
H (1.43, -1.80, 1.33)
H (3.06, 0.60, 0.51)
H (1.61, 1.50, 0.94)
H (-0.05, 1.32, -0.11)
N (1.31, -0.23, -0.56)

Mulliken population analysis, charges in e, atoms 1 to 2: -0.720, 0.143

Run B
Computed, not measured: a 2-piece molecular cluster, C7H9N overall, with ωB97M-V/def2-TZVPD.

The HOMO energy is -8.608 eV. The SMILES is C=C=C=C.C=C=NC. The gap between HOMO and LUMO comes out at 8.9 eV.

Geometry (Å):
C (2.00, -1.80, 0.83)
C (2.04, -0.57, 0.37)
C (2.13, 1.83, -0.53)
C (2.09, 0.59, -0.10)
C (-1.81, -0.79, -0.30)
C (-1.30, -1.74, -1.02)
C (-2.23, 1.40, 0.55)
N (-2.38, -0.01, 0.43)
H (2.84, -2.47, 0.73)
H (1.29, 2.49, -0.42)
H (3.00, 2.22, -1.03)
H (-0.42, -2.27, -0.70)
H (-1.74, -2.02, -1.96)
H (1.13, -2.17, 1.35)
H (-1.56, 1.83, -0.20)
H (-1.85, 1.62, 1.55)
H (-3.22, 1.85, 0.45)

Mulliken population analysis, charges in e, atoms 1 to 2: -1.314, 0.824

On energetic grounds, run B is preferred over the next structure by 0.1513 hartree.

Run A
Computed, not measured: C7H9N as an isolated structure, with ωB97M-V/def2-TZVPD.

The HOMO energy is -8.319 eV. The gap between HOMO and LUMO comes out at 6.7 eV.

Geometry (Å):
C (-0.86, -0.62, -1.49)
C (0.82, -1.03, -0.81)
C (1.49, -0.36, 0.54)
C (0.68, 0.51, 1.79)
C (-1.60, 0.80, -0.42)
C (-0.77, 0.08, 0.40)
C (0.52, 0.26, -0.33)
H (-1.61, -1.48, -1.38)
H (-0.71, -0.27, -2.49)
H (1.51, -0.78, -1.77)
H (2.54, -0.02, 0.30)
H (1.27, 1.40, 2.30)
H (0.48, -0.32, 2.55)
H (-2.65, 0.59, -0.26)
H (-1.15, -0.87, 0.77)
H (0.73, 1.10, -0.98)
N (-0.69, 1.01, 1.28)

Mulliken population analysis, charges in e, atoms 1 to 2: -0.662, -0.465

Run B
Computed, not measured: a 2-piece molecular cluster, C7H9N overall, with ωB97M-V/def2-TZVPD.

The HOMO energy is -9.520 eV. The SMILES is c1ccncc1.C=C. The gap between HOMO and LUMO comes out at 10.2 eV.

Geometry (Å):
C (-3.06, -0.74, -0.18)
C (-2.39, -2.08, -0.23)
C (-1.10, -2.19, -0.70)
C (-0.41, -1.06, -0.90)
C (-0.98, 0.16, -0.71)
C (4.70, 2.97, 1.78)
C (4.22, 2.01, 1.00)
H (-4.14, -0.64, 0.17)
H (-3.01, -2.90, 0.14)
H (-0.67, -3.15, -0.83)
H (0.68, -1.22, -1.37)
H (-0.21, 1.02, -0.74)
H (5.75, 2.74, 2.13)
H (4.13, 3.61, 2.38)
H (4.77, 1.20, 0.80)
H (3.34, 2.12, 0.47)
N (-2.37, 0.40, -0.50)

Mulliken population analysis, charges in e, atoms 1 to 2: -0.104, -0.345

On energetic grounds, run B is preferred over the next structure by 0.5351 hartree.

Run A
Computed, not measured: C3H6N2O3 as an isolated structure, with ωB97M-V/def2-TZVPD.

The HOMO energy is -9.073 eV. The gap between HOMO and LUMO comes out at 8.7 eV.

Geometry (Å):
C (-0.88, 0.65, 0.83)
C (-0.35, -0.40, -1.23)
C (0.95, -0.58, -1.95)
H (-0.43, 0.52, 4.00)
H (0.48, -0.55, 2.76)
H (-1.59, 1.44, 0.18)
H (0.67, -1.34, -2.88)
H (0.94, 0.76, -2.33)
H (2.50, -0.10, -0.97)
N (0.27, 0.56, 2.97)
N (-0.75, 1.27, 2.04)
O (-0.08, -0.18, 0.14)
O (-1.34, -0.25, -1.71)
O (1.73, -1.01, -1.14)

Mulliken population analysis, charges in e, atoms 1 to 2: 0.178, 0.263

Run B
Computed, not measured: one molecule with the formula C3H6N2O3, with ωB97M-V/def2-TZVPD.

The HOMO energy is -9.806 eV. The SMILES is NC(=O)CNC(=O)O. The gap between HOMO and LUMO comes out at 10.3 eV.

Geometry (Å):
O (2.69, 1.00, 0.16)
C (1.89, 0.26, -0.37)
N (1.84, 0.08, -1.71)
C (0.72, -0.28, 0.50)
N (-0.58, -0.26, -0.21)
C (-1.81, -0.23, 0.35)
O (-1.82, -0.09, 1.68)
O (-2.83, -0.31, -0.31)
H (1.18, -0.44, -2.26)
H (2.69, 0.22, -2.24)
H (0.71, 0.31, 1.43)
H (0.88, -1.34, 0.69)
H (-0.59, -0.65, -1.14)
H (-2.74, 0.00, 1.96)

Mulliken population analysis, charges in e, atoms 1 to 2: -0.579, 0.490

Run C
Computed, not measured: one molecule with the formula C3H6N2O3, with ωB97M-V/def2-TZVPD.

The HOMO energy is -9.985 eV. The SMILES is [H]/N=C(/NC(C)=O)OO. The gap between HOMO and LUMO comes out at 10.6 eV.

Geometry (Å):
C (1.30, -0.06, -1.46)
N (-0.24, -1.22, 0.26)
C (-1.35, -0.51, 0.32)
C (0.99, -0.35, -0.02)
O (-0.65, 0.94, -0.10)
O (-0.86, 1.84, 1.02)
N (-2.40, -0.54, 0.96)
O (1.85, -0.36, 0.86)
H (0.05, 1.79, 1.40)
H (-0.14, -1.95, 0.95)
H (-2.75, 0.38, 1.23)
H (0.44, -0.22, -2.11)
H (1.64, 0.97, -1.53)
H (2.12, -0.71, -1.78)

Mulliken population analysis, charges in e, atoms 1 to 2: -0.862, -0.237

On energetic grounds, run B is preferred over the next structure by 0.1947 hartree.